Entry 1
The following is a quantum chemistry calculation of a 2-piece molecular cluster, C4H11NO3 overall, from OMol25.

Structure (ORCA input):
```
! wB97M-V def2-TZVPD RIJCOSX def2/J DEFGRID3
* xyz 0 1
O -1.66 -0.67 -1.74
C -0.77 0.12 -1.60
C -0.16 0.45 -0.24
C 1.25 -0.15 -0.31
C 2.13 0.34 0.85
O 3.21 -0.54 1.09
N -1.01 -0.20 0.77
H -0.35 0.55 -2.51
H -0.12 1.53 -0.09
H 1.80 0.24 -1.18
H 1.20 -1.23 -0.41
H 1.56 0.21 1.78
H 2.20 1.43 0.80
H 3.51 -0.84 0.24
H -0.57 -0.03 1.66
H -1.23 -1.10 0.36
H -3.83 0.48 0.72
H -3.20 -0.58 -0.11
O -3.98 -0.02 -0.08
*
```

Computed properties:
- SMILES string = N[C@H](C=O)CCO.O
- Kohn-Sham gap (eV) = 10.516
- HOMO (hartree) = -0.3626
- E_LUMO (eV) = 0.649

=====

Entry 2
The following is a quantum chemistry calculation of a 2-piece molecular cluster, C4H11NO3 overall, from OMol25.

Structure (ORCA input):
```
! wB97M-V def2-TZVPD RIJCOSX def2/J DEFGRID3
* xyz 0 1
C 0.45 1.21 -0.95
N 0.65 -0.12 -0.38
C -0.43 -0.99 -0.20
C -1.32 -1.00 -1.47
O -2.00 -2.21 -1.66
C -1.34 -0.88 1.10
O -0.89 -1.36 2.11
H -0.07 1.16 -1.89
H 0.03 1.96 -0.29
H 1.54 1.36 -1.16
H 1.24 -0.14 0.37
H 0.04 -2.14 -0.20
H -0.72 -1.00 -2.26
H -2.05 -0.20 -1.57
H -2.91 -2.18 -1.41
H -2.39 -0.60 1.06
H 4.36 3.40 1.87
H 4.28 4.89 1.76
O 3.88 4.10 1.49
*
```

Computed properties:
- SMILES string = CN[C@@H](C=O)CO.O
- Kohn-Sham gap (eV) = 9.295
- HOMO (hartree) = -0.3139
- E_LUMO (eV) = 0.753

=====

Short version: entry 2 is the least stable of them.